ORCA calculation (the ωB97M-V functional and the def2-TZVPD basis) on a structure of composition C48H39F10N6O5SW.

Geometry (Å):
W -0.3872 0.4479 0.4420
C -5.0545 0.6043 2.4786
N -3.9056 1.0851 1.7334
C -3.6517 0.2972 0.5274
C -2.3645 -0.4962 0.5872
N 0.0711 -1.2867 0.5529
C 1.0312 -2.1717 0.0649
C 0.8235 -3.4434 -0.8585
F -0.3372 -3.3109 -1.5832
C 0.8861 -4.8033 -0.2642
F 0.3242 -5.7914 -0.9628
C 1.5611 -4.9946 0.8664
F 1.7397 -6.1753 1.4286
C 2.1642 -3.8461 1.5426
F 2.9199 -4.1344 2.5934
C 1.9664 -2.5853 1.1582
F 2.5072 -1.6014 1.8958
C -3.9470 2.5111 1.4815
C -1.7920 3.2200 2.6354
N -0.4884 0.9193 2.6458
C 0.1007 0.2167 3.7499
C 0.4235 -1.0533 3.9504
F 0.0261 -2.0756 3.2107
C 1.3146 -1.4025 5.0617
F 1.5974 -2.6916 5.1992
C 1.8460 -0.4633 5.8526
F 2.6537 -0.7723 6.8557
C 1.5046 0.9694 5.7089
F 1.4411 1.5940 6.9157
C 0.4580 1.2924 4.6952
F -0.3591 3.5173 4.8438
H -6.0008 0.7105 1.9288
H -5.1447 1.1520 3.4171
H -4.9212 -0.4505 2.7170
H -3.6432 0.9609 -0.3484
H -4.4975 -0.3872 0.3696
H -2.3005 -1.1839 -0.2604
H -2.3300 -1.1156 1.4899
H -4.4039 3.0106 2.3374
H -4.5618 2.7632 0.6016
H -2.0783 4.3593 4.1908
H -0.8638 3.7692 2.4283
O 3.2141 -5.4824 -2.3607
C 4.0255 -4.5389 -1.8335
O 5.1942 -4.7670 -1.6787
C 3.4221 -3.2273 -1.4849
C 4.3071 -2.2444 -1.0055
C 3.9707 -0.9568 -0.6622
C 2.5782 -0.5236 -0.7388
C 1.6382 -1.5213 -1.2465
C 2.0054 -2.8974 -1.7742
N 1.9825 0.4380 -0.0764
C 2.6722 1.0945 0.9338
C 1.9497 1.4096 2.0981
C 2.5759 1.6164 3.3091
C 1.8371 1.8882 4.5476
C -0.7505 2.1908 4.7216
C -1.4219 1.9046 3.3417
N 0.5532 1.4779 1.8544
H 2.2940 -5.1986 -2.4061
H 5.3387 -2.5566 -0.9089
H 4.7388 -0.2836 -0.3182
H 0.7682 -1.1115 -1.7594
H 1.7620 -3.0756 -2.8282
H 3.7491 1.1698 0.9232
H 3.6549 1.5838 3.3187
H 1.8920 2.9004 4.9426
H -1.4349 1.9933 5.5489
H -2.3339 1.3242 3.4894
O -2.6266 3.9554 3.5090
C -2.5469 3.0791 1.3021
C -2.5162 4.4465 0.5737
C -1.1555 4.4673 -0.1430
C -0.8150 3.0050 -0.1465
O 0.2180 2.4086 -0.5916
N -1.6769 2.2515 0.4743
H -2.6544 5.2727 1.2692
H -3.3274 4.4804 -0.1547
H -0.3801 5.0211 0.3888
H -1.1905 4.8626 -1.1583
O -0.9098 0.2961 -1.6062
S -1.0955 1.3050 -2.7431
C 0.0503 0.7859 -4.0229
C 1.5030 1.0293 -3.7138
C 1.9554 2.1989 -3.1204
C 3.3138 2.3933 -2.9174
C 4.2260 1.4290 -3.3159
C 3.7793 0.2593 -3.9136
C 2.4223 0.0597 -4.1067
C -2.6367 0.7658 -3.5154
C -2.6313 -0.6315 -4.0451
C -2.3974 -0.8648 -5.3979
C -2.3597 -2.1597 -5.8872
C -2.5548 -3.2303 -5.0271
C -2.8016 -3.0031 -3.6814
C -2.8459 -1.7077 -3.1930
H -0.2774 1.3529 -4.9021
H -0.1491 -0.2699 -4.2191
H 1.2575 2.9552 -2.7953
H 3.6577 3.3066 -2.4522
H 5.2848 1.5915 -3.1686
H 4.4858 -0.4945 -4.2311
H 2.0723 -0.8478 -4.5822
H -2.8264 1.5095 -4.2922
H -3.3713 0.9184 -2.7213
H -2.2565 -0.0302 -6.0731
H -2.1865 -2.3328 -6.9396
H -2.5286 -4.2405 -5.4074
H -2.9663 -3.8343 -3.0122
H -3.0523 -1.5299 -2.1469

Atoms 1-6, force components in eV/Å:
-0.5 -0.3 0.1
-0.1 0.0 0.0
0.0 0.0 0.0
0.0 0.0 -0.2
0.0 0.1 0.3
0.0 0.6 -0.1

Values from the calculation:
HOMO-LUMO gap (alpha / beta) = 6.851 / 6.118 eV
total charge = +1
multiplicity = 3
E_HOMO (alpha / beta) = -9.79 / -10.80 eV
energy relative to the best compared isomer or geometry (same formula, charge and spin) = 684.7 kJ/mol